Record 1
{"formula": "C6H12O", "method": "ωB97M-V/def2-TZVPD", "species": ["O", "C", "C", "C", "C", "C", "C", "H", "H", "H", "H", "H", "H", "H", "H", "H", "H", "H", "H"], "coordinates": [[-3.18501, -2.27125, 0.29084], [-0.68863, 1.33167, -0.71888], [-0.77605, 2.70050, -1.39096], [0.56352, -0.58536, 0.38079], [1.97210, -0.95915, 0.15641], [2.93033, -0.96259, 1.18249], [0.27158, 0.95775, 0.11259], [-1.84811, 2.87933, -1.48440], [-0.36306, 2.68592, -2.39630], [0.88332, 1.65595, 0.78746], [-1.29087, 0.55544, -1.27228], [-0.18612, -1.12605, -0.15866], [-0.20955, 3.47531, -0.74584], [0.18837, -0.81373, 1.35588], [2.25753, -0.98172, -0.87049], [2.73956, -0.28186, 2.05301], [-2.41855, -1.84323, 0.57276], [3.92961, -1.25371, 0.90342], [-3.83908, -1.67854, 0.59403]], "forces_ev_per_a": [[-0.77, -1.64, -1.00], [0.65, 0.03, -2.14], [0.05, 0.26, 2.17], [-1.41, 2.50, 0.43], [2.07, 0.55, 3.12], [-2.53, 1.49, -2.73], [0.81, -1.35, 1.70], [0.10, 0.82, -0.01], [0.18, -0.16, 0.02], [-0.81, -0.79, -1.53], [0.71, 0.59, 0.79], [0.04, -0.51, -1.30], [-1.17, -1.00, -1.18], [0.54, 0.02, 1.30], [0.40, -1.02, -0.62], [0.08, -1.63, -0.27], [2.33, 0.82, 0.60], [0.28, 0.19, 0.26], [-1.55, 0.84, 0.40]], "homo_ev": -9.27, "gap_ev": 10.03, "smiles": "C=CC/C=C/C.O", "largest_force_ev_per_a": 4.0, "spin_multiplicity": 1}

Record 2
{"formula": "C6H12O", "method": "ωB97M-V/def2-TZVPD", "species": ["O", "C", "C", "C", "C", "C", "C", "H", "H", "H", "H", "H", "H", "H", "H", "H", "H", "H", "H"], "coordinates": [[0.95434, -0.48697, 1.56983], [-1.88169, -1.11746, -0.07077], [-1.26391, 1.19283, -1.03512], [-1.77620, 0.38421, 0.01158], [2.67433, -0.25311, 0.00226], [1.13589, -0.08523, 0.19973], [0.32964, 1.17617, -0.16074], [3.00055, -0.05487, -1.02211], [2.90452, -1.30822, 0.22404], [-1.23268, 0.74135, -2.03222], [-2.32215, 0.85986, 0.82768], [0.16523, -0.03396, 1.89053], [-1.65153, 2.21759, -1.07335], [-1.61798, -1.49999, -1.06415], [-2.88572, -1.50016, 0.16960], [-1.19105, -1.54779, 0.66041], [0.33394, 1.87696, 0.68344], [3.28907, 0.32924, 0.69939], [0.69386, -0.81368, -0.47936]], "forces_ev_per_a": [[-0.22, 0.16, 0.00], [0.28, 0.06, 0.03], [1.64, 0.13, 0.38], [1.02, 0.08, 0.41], [-0.26, 0.26, -0.13], [-0.50, -0.15, -0.61], [-2.28, -0.70, 0.10], [-0.16, 0.08, 0.10], [-0.23, 0.35, -0.10], [0.41, 0.12, 0.32], [0.37, 0.01, -0.12], [0.06, -0.09, -0.08], [0.58, -0.25, 0.08], [0.02, 0.15, 0.19], [0.21, 0.37, -0.01], [-0.09, -0.27, -0.10], [-0.43, 0.15, -0.37], [-0.40, 0.15, -0.16], [-0.01, -0.61, 0.07]], "homo_ev": -7.80, "gap_ev": 8.41, "largest_force_ev_per_a": 2.4, "spin_multiplicity": 1}

Record 3
{"formula": "C6H12O", "method": "ωB97M-V/def2-TZVPD", "species": ["O", "C", "C", "C", "C", "C", "C", "H", "H", "H", "H", "H", "H", "H", "H", "H", "H", "H", "H"], "coordinates": [[0.08219, 1.74398, -0.38844], [1.61287, -0.08430, -0.19532], [0.46559, 0.67120, -0.82542], [-0.33222, 0.66329, 1.89533], [-1.12493, 0.01304, 0.80117], [-1.02387, -1.27249, 0.45268], [-0.17955, 0.02160, -2.02787], [-1.63089, -1.69258, -0.35742], [-0.58380, -0.96835, -1.75736], [-1.83405, 0.65102, 0.25735], [0.34276, -0.06984, 2.36811], [2.42335, -0.23118, -0.92890], [-1.00705, 1.06930, 2.66759], [0.27497, 1.48961, 1.48899], [1.27221, -1.07307, 0.15527], [0.56124, -0.10934, -2.83452], [-1.00522, 0.64724, -2.40663], [-0.32871, -1.94409, 0.96933], [2.01510, 0.47500, 0.66608]], "forces_ev_per_a": [[1.00, 0.09, -1.83], [0.81, 0.07, 0.16], [0.14, 0.52, -0.33], [0.03, -0.10, 0.84], [-1.08, -0.81, 0.61], [-0.71, -0.02, 0.64], [-0.20, 0.01, -0.66], [0.17, 0.06, 0.58], [0.48, 0.56, -0.40], [0.22, -0.34, 0.38], [-0.33, 0.22, -0.02], [-0.29, 0.05, 0.18], [0.24, -0.17, -0.22], [-0.53, -0.44, 0.65], [0.34, 0.51, -0.40], [-0.19, 0.06, 0.28], [0.37, -0.21, 0.21], [-0.33, 0.18, -0.19], [-0.13, -0.25, -0.50]], "homo_ev": -9.25, "gap_ev": 10.24, "smiles": "CC(C)=O.C=CC", "largest_force_ev_per_a": 2.1, "spin_multiplicity": 1}

Record 4
{"formula": "C6H12O", "method": "ωB97M-V/def2-TZVPD", "species": ["O", "C", "C", "C", "C", "C", "C", "H", "H", "H", "H", "H", "H", "H", "H", "H", "H", "H", "H"], "coordinates": [[3.76385, -0.57800, -1.82104], [-1.70583, -0.36282, 0.76108], [-2.64336, 0.73040, 0.10045], [-0.12672, -1.32296, -0.87336], [0.81368, 1.08845, 1.62899], [-0.31782, -0.30054, -0.03704], [0.65151, 0.73015, 0.32072], [1.41411, 0.99948, -0.48584], [-1.62295, -0.22214, 1.86337], [3.67574, -0.58950, -2.78431], [-2.28341, 1.61465, 0.51717], [0.79199, -1.05601, -1.53496], [-0.63149, -2.26238, -1.05790], [-3.62108, 0.49791, 0.63210], [-2.80288, 0.84883, -0.93638], [4.71048, -0.57094, -1.47804], [0.24689, 0.46337, 2.42255], [1.66645, 1.68444, 2.01897], [-1.97915, -1.39240, 0.74347]], "forces_ev_per_a": [[1.02, 0.05, 1.04], [2.05, 1.18, -1.15], [-1.44, -2.82, 3.53], [3.39, 2.14, -1.94], [-0.04, -1.65, -0.07], [-3.09, -1.77, 2.07], [1.65, 0.53, 0.49], [-1.15, 0.02, 1.22], [0.04, 0.67, -0.82], [0.83, 0.00, 0.41], [0.41, 1.84, 0.43], [-1.33, -1.34, 0.89], [-0.43, 0.45, 0.24], [0.66, 0.74, -0.97], [0.28, -0.58, -1.17], [-1.88, -0.03, -1.46], [0.73, 1.60, -1.37], [-0.82, -0.31, -0.60], [-0.88, -0.71, -0.75]], "homo_ev": -8.49, "gap_ev": 9.26, "smiles": "C=CC(=C)CC.O", "largest_force_ev_per_a": 4.7, "spin_multiplicity": 1}

Record 5
{"formula": "C6H12O", "method": "ωB97M-V/def2-TZVPD", "species": ["O", "C", "C", "C", "C", "C", "C", "H", "H", "H", "H", "H", "H", "H", "H", "H", "H", "H", "H"], "coordinates": [[-1.18588, -1.46571, 0.50093], [-0.15946, -0.24361, -1.23677], [1.26628, -0.74340, -1.03413], [0.59680, 0.20425, 1.06172], [-0.70204, -0.15498, 0.20190], [1.77096, 0.18406, 0.06635], [-1.78031, 0.92091, 0.39332], [-1.84808, -1.39707, 1.19864], [-2.63450, 0.59486, 1.00300], [-2.17726, 1.34883, -0.53492], [0.72852, -0.54920, 1.84533], [0.57121, 1.17687, 1.57838], [-0.77620, -0.89058, -1.87022], [-1.26361, 1.70116, 0.94079], [1.92723, 1.18927, -0.35196], [-0.14967, 0.75961, -1.68523], [1.21737, -1.76779, -0.64400], [1.87634, -0.73641, -1.93956], [2.72232, -0.13107, 0.50641]], "forces_ev_per_a": [[-0.09, 0.05, 0.24], [0.01, 0.05, 0.02], [0.06, -0.08, -0.11], [-0.03, -0.16, -0.04], [0.32, 0.45, 0.00], [0.07, -0.04, -0.04], [0.07, 0.12, 0.11], [0.18, -0.04, -0.04], [0.24, -0.07, -0.11], [0.11, -0.29, 0.10], [-0.05, -0.06, -0.20], [-0.35, -0.32, -0.23], [0.01, 0.11, 0.24], [-0.47, 0.50, -0.01], [-0.03, -0.17, 0.08], [0.07, -0.13, 0.07], [0.09, 0.08, -0.16], [-0.03, 0.00, 0.05], [-0.17, 0.00, 0.02]], "homo_ev": -9.90, "gap_ev": 10.88, "smiles": "CC1(O)CCCC1", "largest_force_ev_per_a": 0.7, "spin_multiplicity": 1}

Record 6
{"formula": "C6H12O", "method": "ωB97M-V/def2-TZVPD", "species": ["O", "C", "C", "C", "C", "C", "C", "H", "H", "H", "H", "H", "H", "H", "H", "H", "H", "H", "H"], "coordinates": [[0.95590, -0.30277, 1.53782], [0.64112, -0.31648, 0.14804], [-1.23660, 1.27232, 0.30643], [1.81918, -0.78063, -0.70335], [-0.57300, -1.27051, 0.09384], [0.18175, 1.21216, -0.24946], [-1.78515, -0.14769, 0.00650], [-0.44790, -2.03973, -0.71356], [2.51739, 0.05401, -0.78538], [1.50667, -1.06669, -1.71637], [2.33309, -1.64326, -0.26336], [-0.52366, -1.94436, 0.98976], [-1.21919, 1.56076, 1.36747], [0.81805, 2.03592, 0.15690], [-2.63917, -0.33082, 0.66382], [0.18931, 1.39128, -1.33820], [-1.93359, 1.98553, -0.16919], [1.49801, 0.47891, 1.66430], [-2.15668, -0.05847, -1.02909]], "forces_ev_per_a": [[0.42, 0.36, 0.02], [-0.07, 0.81, -0.46], [-0.14, -0.43, 0.00], [0.09, 0.15, 0.00], [-0.52, 1.13, -0.16], [0.09, -0.79, 0.06], [0.26, -0.93, 0.11], [-0.68, 1.22, 0.05], [0.27, -0.16, -0.08], [-0.04, 0.21, 0.22], [-0.16, 0.18, 0.06], [-0.46, 1.16, -0.36], [0.00, -0.50, -0.16], [-0.05, -0.94, 0.00], [0.08, -0.43, -0.20], [-0.02, -0.47, 0.24], [0.58, -0.09, -0.01], [0.25, 0.07, 0.35], [0.11, -0.56, 0.33]], "homo_ev": -9.98, "gap_ev": 10.94, "smiles": "CC1(O)CCCC1", "largest_force_ev_per_a": 1.4, "spin_multiplicity": 1}

Record 7
{"formula": "C6H12O", "method": "ωB97M-V/def2-TZVPD", "species": ["O", "C", "C", "C", "C", "C", "C", "H", "H", "H", "H", "H", "H", "H", "H", "H", "H", "H", "H"], "coordinates": [[0.39574, -1.56944, 1.77623], [1.49028, 0.13483, -0.59286], [0.55171, -1.07220, -0.53626], [0.65085, 1.31106, -0.10832], [-1.59413, -0.53009, 0.69860], [-0.22736, -0.92721, 0.74985], [-0.51005, 1.62207, -0.91297], [0.25203, 0.72132, 0.88233], [-0.62570, 1.03390, -1.82902], [-2.08396, -0.59715, 1.67866], [2.29254, -0.03705, 0.13425], [-1.53297, 0.65065, 0.05985], [1.10627, -2.01417, -0.55273], [-0.15437, -1.61636, 2.56881], [1.22989, 2.17563, 0.23527], [-0.15073, -1.08598, -1.37684], [-0.77178, 2.67415, -1.06233], [1.91082, 0.29261, -1.58821], [-2.20850, -1.03440, -0.05401]], "forces_ev_per_a": [[-0.15, 0.33, 0.30], [0.18, -0.02, -0.05], [-0.01, -0.06, -0.06], [-0.05, -0.16, 0.18], [0.20, -0.35, 0.15], [-0.37, -0.36, -0.53], [-0.41, -0.25, 0.28], [0.28, 0.45, -0.35], [-0.12, 0.10, 0.22], [0.00, 0.37, -0.21], [0.09, 0.04, -0.25], [0.42, 0.07, -0.14], [-0.10, 0.06, 0.11], [-0.10, 0.13, -0.16], [-0.20, -0.22, 0.12], [0.15, 0.07, 0.10], [-0.10, -0.36, 0.33], [0.06, -0.07, 0.02], [0.21, 0.22, -0.05]], "homo_ev": -7.02, "gap_ev": 7.66, "largest_force_ev_per_a": 0.7, "spin_multiplicity": 1}

Record 8
{"formula": "C6H12O", "method": "ωB97M-V/def2-TZVPD", "species": ["O", "C", "C", "C", "C", "C", "C", "H", "H", "H", "H", "H", "H", "H", "H", "H", "H", "H", "H"], "coordinates": [[2.07071, -0.02375, -0.13361], [1.65959, 1.16661, -0.75337], [0.78878, 2.18118, -0.10656], [-1.38918, -0.90511, 0.14121], [-0.87339, -1.26810, 1.31348], [0.24566, 1.48530, -1.06477], [-1.09043, -1.58262, -1.16496], [-0.14401, -2.13027, -1.12466], [-1.18345, -0.79529, 2.24102], [-0.62858, 1.28701, -1.66753], [-1.03717, -0.87676, -1.99986], [0.66941, 2.95525, 0.63815], [-0.13784, -2.06795, 1.39078], [1.37647, -0.29871, 0.48139], [0.40522, 0.60363, 2.35182], [-2.12053, -0.09601, 0.11880], [2.46314, 1.46847, -1.42447], [0.81831, 1.19009, 2.16091], [-1.89272, -2.29296, -1.39777]], "forces_ev_per_a": [[-0.21, -0.12, 0.20], [0.21, 0.28, -0.33], [-0.11, -0.02, -0.19], [0.00, -0.15, 0.22], [-0.16, -0.03, -0.15], [0.04, 0.18, 0.10], [0.03, -0.04, -0.05], [-0.14, 0.05, 0.01], [0.02, -0.08, -0.16], [0.14, 0.06, 0.10], [0.00, -0.10, 0.15], [0.04, -0.11, -0.13], [-0.12, 0.07, -0.03], [0.03, 0.03, -0.09], [0.09, 0.14, 0.09], [0.08, -0.15, 0.02], [-0.09, -0.03, 0.07], [0.03, -0.05, 0.18], [0.11, 0.08, -0.01]], "homo_ev": -9.39, "gap_ev": 10.55, "smiles": "OC1C=C1.[H][H].C=CC", "largest_force_ev_per_a": 0.5, "spin_multiplicity": 1}

Record 9
{"formula": "C6H12O", "method": "ωB97M-V/def2-TZVPD", "species": ["O", "C", "C", "C", "C", "C", "C", "H", "H", "H", "H", "H", "H", "H", "H", "H", "H", "H", "H"], "coordinates": [[1.31083, 0.65868, 2.00991], [-1.65484, -0.41302, 0.12923], [-0.64273, 0.59176, 0.63551], [0.32579, 1.42302, -0.17216], [0.84465, 0.33062, 0.72568], [-1.36671, -0.75584, -1.31827], [1.62737, -0.80616, 0.04958], [-2.04753, -1.49291, -1.75147], [2.18965, 1.04807, 1.93711], [-2.66829, 0.00549, 0.19542], [0.46327, 2.46074, 0.11220], [-0.99507, 1.14654, 1.50208], [-0.34296, -1.12334, -1.43774], [1.13456, -1.78312, 0.05443], [2.58189, -0.93827, 0.57091], [1.86881, -0.56614, -0.99340], [0.42289, 1.22693, -1.23784], [-1.64310, -1.27668, 0.80772], [-1.45669, 0.20640, -1.84100]], "forces_ev_per_a": [[0.33, 0.24, 0.08], [0.03, 0.01, -0.03], [0.16, -0.21, 0.35], [0.07, 0.24, -0.13], [-0.30, -0.08, -0.21], [-0.03, 0.12, -0.17], [-0.07, -0.02, 0.07], [0.00, 0.16, 0.08], [0.02, -0.03, -0.02], [0.21, 0.02, 0.04], [-0.06, -0.08, 0.03], [0.20, -0.21, 0.05], [-0.25, 0.05, -0.14], [-0.06, 0.15, 0.17], [-0.17, 0.09, 0.00], [-0.13, -0.03, 0.21], [0.01, 0.08, 0.19], [0.05, 0.01, -0.24], [0.02, -0.49, -0.36]], "homo_ev": -9.51, "gap_ev": 10.47, "smiles": "CC[C@@H]1C[C@@]1(C)O", "largest_force_ev_per_a": 0.6, "spin_multiplicity": 1}

Record 10
{"formula": "C6H12O", "method": "ωB97M-V/def2-TZVPD", "species": ["O", "C", "C", "C", "C", "C", "C", "H", "H", "H", "H", "H", "H", "H", "H", "H", "H", "H", "H"], "coordinates": [[-1.54972, 1.28490, 0.81412], [-1.80724, -0.71547, -0.88840], [1.20342, -0.23122, -1.31380], [-1.12971, 0.07680, 0.22553], [1.18492, 0.39332, 1.10759], [1.69391, 0.74426, -0.34033], [-0.10096, -0.46324, 1.13156], [2.79192, 0.77889, -0.26968], [-2.78049, -0.35546, -1.20835], [1.34801, 1.74282, -0.64561], [-1.93585, -1.71656, -0.42642], [0.11248, -1.50629, 0.88150], [0.99645, 1.32827, 1.64349], [-1.28945, -0.87476, -2.24469], [-2.39833, 1.21458, 1.28921], [0.33548, -0.06211, -1.91563], [-0.48999, -0.40054, 2.16726], [1.84922, -1.05876, -1.61915], [1.96595, -0.17943, 1.61182]], "forces_ev_per_a": [[-0.74, -0.12, -1.18], [0.67, -0.08, -1.61], [1.09, -0.63, -0.90], [-0.64, 0.09, -0.13], [0.09, 0.06, -0.25], [-0.11, 0.30, 0.77], [0.46, -0.28, -0.03], [-0.28, -0.01, -0.26], [-0.16, 0.27, 0.47], [0.01, -0.14, 0.34], [0.18, 0.19, -0.95], [0.15, 0.06, 0.04], [0.16, -0.20, 0.08], [-1.06, 0.42, 4.14], [0.30, -0.17, -0.50], [0.06, 0.21, -0.08], [0.10, -0.27, -0.32], [-0.31, 0.08, 0.19], [0.01, 0.19, 0.18]], "homo_ev": [-7.68, -7.21], "gap_ev": [8.24, 7.88], "largest_force_ev_per_a": 4.3, "spin_multiplicity": 1}